Formula: C25H26Cl3N5RuS2
Source: the OMol25 dataset
Level of theory: wB97M-V/def2-TZVPD

Geometry as XYZ:
```
62
C25H26Cl3N5RuS2, DFT wB97M-V/def2-TZVPD
Ru -0.06348 -0.01087 -0.45558
C -1.13019 -2.81211 -0.67947
C -2.37305 -2.43496 0.10140
C -2.96943 -1.06221 -0.11498
C -4.35378 -0.97631 -0.00358
C -5.00458 0.22803 -0.17897
C -4.23537 1.33528 -0.48585
C -2.86764 1.18490 -0.57863
N -2.21799 0.02399 -0.38256
N 0.10667 -2.17415 -0.19549
C 0.46015 -2.58242 1.18525
C -0.03485 -1.65062 2.25855
C 0.20751 -1.92492 3.59915
C -0.27173 -1.04178 4.54865
C -0.97990 0.07936 4.13474
C -1.15390 0.27835 2.78088
N -0.68609 -0.56794 1.86046
C 1.23197 -2.56213 -1.06760
C 2.36772 -1.59693 -0.88176
C 3.68547 -1.97486 -1.06594
C 4.68042 -1.01458 -0.98666
C 4.31428 0.29541 -0.72930
C 2.97783 0.59441 -0.54266
N 2.01349 -0.33198 -0.59664
H -1.25264 -2.52352 -1.72462
H -1.01267 -3.90350 -0.64306
H -2.22105 -2.59220 1.17200
H -3.14113 -3.15355 -0.18791
H -4.91412 -1.87478 0.21715
H -6.08034 0.29490 -0.08900
H -4.67220 2.30923 -0.65341
H -2.24853 2.03738 -0.80724
H 1.54884 -2.60912 1.26287
H 0.10738 -3.60486 1.36464
H 0.75550 -2.81285 3.88681
H -0.10029 -1.22546 5.60111
H -1.37907 0.78727 4.84682
H -1.67925 1.14725 2.40120
H 0.89337 -2.52501 -2.10481
H 1.55856 -3.58755 -0.86107
H 3.92078 -3.00902 -1.27872
H 5.71794 -1.28336 -1.13166
H 5.04820 1.08689 -0.67533
H 2.64890 1.60657 -0.35698
C -0.32698 4.01245 -2.76570
C -0.24763 2.57602 -2.32807
S 0.15528 2.25484 -0.70726
C -0.44841 1.52101 -3.20549
C -0.78939 1.70260 -4.65704
S -0.20081 -0.06697 -2.65459
H -0.15681 4.67684 -1.92074
H -1.30851 4.24193 -3.18520
H 0.41841 4.23451 -3.53199
H -0.89881 2.75305 -4.91611
H -1.72280 1.19236 -4.89949
H -0.01133 1.27612 -5.29247
Cl 2.73079 3.35292 4.81410
C 3.31810 2.87570 3.21864
Cl 3.48458 4.28888 2.16765
Cl 4.86619 2.02803 3.35755
C 2.34741 1.96480 2.61033
N 1.58896 1.24925 2.13365
```

Computed properties:
- orbital gap (alpha / beta) (eV) = 7.02 / 6.56
- lowest unoccupied orbital energy (alpha / beta) (eV) = -2.1 / -3.4
- spin multiplicity = 2
- relative energy (zero: lowest compared OMol25 entry of this formula, charge and spin) (kcal/mol) = 11.2
- net charge = +1
- <S²> = 0.761
- E (eV) = -95613.63795